C52H46As2MnN2O5S | wB97M-V/def2-TZVPD

Results
Calculated total energy, eV: -231723.1950
LUMO energy (spin up / spin down), Ha: 0.0160 / 0.0108
Multiplicity: 6
Orbital gap (spin up / spin down), eV: 8.5702 / 8.5483
Highest occupied orbital energy (spin up / spin down), eV: -8.13 / -8.25

Each line ends with the natural charge from an NBO analysis.
Geometry (Å):
Mn  -0.43  0.93  -0.58  1.53
C  -2.64  6.45  1.84  -0.63
C  -2.59  5.54  0.65  -0.01
C  -3.68  4.75  0.31  -0.19
C  -3.62  3.87  -0.76  -0.18
C  -2.46  3.78  -1.50  -0.27
C  -1.36  4.56  -1.18  -0.23
C  -1.43  5.43  -0.11  -0.21
S  -2.37  2.61  -2.83  2.34
O  -3.48  1.71  -2.66  -0.96
O  -2.24  3.34  -4.06  -0.96
N  -1.03  1.77  -2.49  -1.09
C  0.22  2.15  -2.90  0.40
C  0.60  2.74  -4.12  -0.29
C  1.94  2.95  -4.34  -0.13
C  2.89  2.57  -3.38  -0.30
C  2.44  2.01  -2.22  0.06
N  1.13  1.82  -1.97  -0.63
H  -3.67  6.66  2.13  0.22
H  -2.15  7.40  1.63  0.21
H  -2.14  6.00  2.70  0.22
H  -4.59  4.81  0.90  0.21
H  -4.46  3.22  -0.99  0.25
H  -0.45  4.50  -1.77  0.22
H  -0.57  6.04  0.14  0.21
H  -0.15  3.01  -4.84  0.26
H  2.27  3.40  -5.27  0.22
H  3.95  2.72  -3.54  0.22
H  3.12  1.68  -1.43  0.21
C  1.30  -2.02  1.52  -0.70
C  1.35  -2.46  0.06  -0.72
As  2.61  -1.31  -0.93  0.87
C  2.34  -1.96  -2.74  -0.24
C  1.15  -1.62  -3.36  -0.26
C  0.91  -1.96  -4.68  -0.19
C  1.88  -2.64  -5.41  -0.21
C  3.08  -2.96  -4.80  -0.20
C  3.32  -2.62  -3.48  -0.24
C  4.26  -2.17  -0.37  -0.33
C  4.45  -3.55  -0.43  -0.21
C  5.63  -4.11  0.03  -0.21
C  6.63  -3.30  0.56  -0.20
C  6.44  -1.93  0.62  -0.20
C  5.26  -1.37  0.16  -0.21
As  0.77  -0.13  1.72  0.82
C  0.11  -0.14  3.55  -0.24
C  0.49  0.86  4.43  -0.23
C  0.00  0.87  5.73  -0.20
C  -0.87  -0.13  6.15  -0.21
C  -1.26  -1.12  5.27  -0.20
C  -0.78  -1.13  3.96  -0.24
C  2.49  0.74  2.02  -0.35
C  2.81  1.88  1.30  -0.15
C  4.03  2.51  1.48  -0.22
C  4.94  2.01  2.40  -0.21
C  4.62  0.88  3.13  -0.21
C  3.40  0.24  2.94  -0.21
H  2.27  -2.15  2.00  0.23
H  0.58  -2.61  2.08  0.24
H  0.37  -2.35  -0.41  0.23
H  1.66  -3.51  -0.04  0.23
H  0.40  -1.04  -2.83  0.19
H  -0.03  -1.68  -5.15  0.22
H  1.70  -2.90  -6.44  0.22
H  3.85  -3.47  -5.37  0.21
H  4.27  -2.87  -3.03  0.22
H  3.68  -4.19  -0.84  0.21
H  5.78  -5.19  -0.02  0.22
H  7.55  -3.74  0.92  0.22
H  7.21  -1.29  1.04  0.21
H  5.11  -0.29  0.22  0.22
H  1.17  1.64  4.12  0.22
H  0.30  1.65  6.42  0.21
H  -1.24  -0.13  7.17  0.21
H  -1.95  -1.90  5.58  0.22
H  -1.12  -1.90  3.28  0.23
H  2.10  2.29  0.57  0.20
H  4.27  3.40  0.91  0.22
H  5.89  2.50  2.54  0.22
H  5.33  0.48  3.86  0.22
H  3.16  -0.63  3.53  0.22
O  -1.66  -0.91  -0.64  -0.79
C  -2.97  -0.82  -0.03  0.06
C  -3.14  0.65  0.50  0.80
O  -4.23  0.96  0.93  -0.65
O  -2.09  1.37  0.48  -0.86
C  -4.04  -1.17  -1.05  0.05
C  -5.33  -1.45  -0.62  -0.20
C  -6.32  -1.80  -1.53  -0.21
C  -6.02  -1.89  -2.88  -0.21
C  -4.75  -1.60  -3.32  -0.19
C  -3.76  -1.23  -2.41  -0.24
C  -3.00  -1.82  1.13  -0.03
C  -2.30  -3.02  1.01  -0.17
C  -2.34  -3.98  2.00  -0.24
C  -3.10  -3.76  3.14  -0.23
C  -3.81  -2.58  3.27  -0.20
C  -3.76  -1.61  2.28  -0.21
H  -1.73  -1.47  -1.43  0.51
H  -5.57  -1.38  0.43  0.23
H  -7.32  -2.01  -1.17  0.21
H  -6.79  -2.17  -3.59  0.21
H  -4.51  -1.62  -4.38  0.21
H  -2.81  -0.90  -2.81  0.21
H  -1.71  -3.22  0.12  0.20
H  -1.79  -4.90  1.88  0.21
H  -3.15  -4.52  3.92  0.22
H  -4.41  -2.40  4.15  0.22
H  -4.30  -0.69  2.39  0.26